A cluster of 2 separate species, C3H6O4S in total, computed with ωB97M-V/def2-TZVPD.

Geometry (Å):
C 1.533 -0.311 0.083
C -0.751 0.323 0.325
C 0.125 -0.798 -0.283
O 5.298 -0.644 -0.916
O 4.392 1.308 0.341
O 2.283 -1.031 0.719
O 1.787 0.897 -0.391
S 5.056 -0.001 0.377
H -0.459 0.545 1.296
H -1.802 -0.178 0.438
H -0.905 1.270 -0.232
H -0.127 -0.875 -1.401
H -0.177 -1.837 0.015
H 2.667 1.267 -0.282

Summary:
Energy above the lowest of the compared OMol25 structures with the same formula, charge and spin (kJ/mol): 36.1
Gap between HOMO and LUMO (eV): 8.898
Total energy (a.u.): -817.04688

=====

A cluster of 2 separate species, C11H15N in total, computed with ωB97M-V/def2-TZVPD.

Geometry (Å):
C 1.738 -2.381 -2.278
C 0.904 -0.443 -0.855
C 1.767 -1.706 -1.006
C 1.419 0.162 0.293
C 2.548 -1.883 0.013
C -0.866 1.161 -0.906
C -0.170 1.907 0.016
C -0.269 -0.043 -1.410
C 0.981 1.401 0.764
N 2.503 -0.733 0.857
H -1.791 1.572 -1.417
H -0.453 2.940 0.208
H -0.699 -0.436 -2.319
H 1.639 1.864 1.401
H 0.892 -2.017 -2.951
H 1.540 -3.467 -2.265
H 3.265 -2.646 0.130
H 2.261 -0.755 1.905
H 2.591 -2.192 -3.066
C -4.614 1.446 1.354
C -3.716 0.891 2.536
H -4.133 1.461 0.421
H -5.582 0.915 1.133
H -4.962 2.421 1.444
H -4.306 0.535 3.401
H -3.063 1.636 2.764
H -3.049 0.228 2.096

Summary:
Energy above the lowest of the compared OMol25 structures with the same formula, charge and spin (kJ/mol): 251.9
Gap between HOMO and LUMO (eV): 9.088
SMILES: Cc1c[nH]c2ccccc12.CC
Total energy (a.u.): -482.81925

=====

A structure of composition C13H27Cl2O3PPd, computed with ωB97M-V/def2-TZVPD.

Geometry (Å):
Pd -0.612 1.290 1.540
Cl -0.468 3.100 0.158
Cl -0.955 -0.628 2.938
C 1.262 1.651 2.111
H 1.387 1.481 3.177
H 1.587 2.617 1.723
C -2.901 -0.713 -1.494
C -2.841 0.020 -0.403
H -2.361 -1.637 -1.595
C -3.466 1.375 -0.296
H -2.316 -0.324 0.499
C -4.360 1.716 -1.477
H -4.004 1.430 0.660
H -2.652 2.114 -0.230
C -3.791 1.186 -2.789
H -5.335 1.270 -1.266
H -4.482 2.793 -1.546
C -3.694 -0.330 -2.702
H -4.420 1.475 -3.636
H -2.785 1.587 -2.946
H -4.687 -0.798 -2.618
H -3.225 -0.726 -3.594
C 4.205 1.400 -1.667
C 3.072 0.488 -1.274
O 2.347 1.072 -0.149
P 1.463 0.291 0.886
O 2.277 -0.758 1.741
C 2.603 -0.514 3.131
C 3.705 -1.468 3.559
O 0.815 -0.855 -0.120
C 0.203 -2.108 0.313
C -0.306 -2.952 -0.832
H 3.835 2.264 -2.229
H 4.897 0.854 -2.311
H 4.758 1.755 -0.793
H 2.372 0.376 -2.108
H 3.443 -0.499 -0.977
H 2.972 0.517 3.237
H 1.690 -0.665 3.732
H 4.674 -1.119 3.177
H 3.757 -1.437 4.650
H 3.497 -2.497 3.241
H 0.892 -2.688 0.943
H -0.649 -1.863 0.967
H 0.337 -2.904 -1.716
H -0.422 -3.997 -0.512
H -1.316 -2.645 -1.102

Summary:
Energy above the lowest of the compared OMol25 structures with the same formula, charge and spin (kJ/mol): 259.4
Gap between HOMO and LUMO (spin up / spin down) (eV): 5.758 / 4.922
Spin multiplicity: 5
Total energy (a.u.): -2126.64024

=====

The molecule C3H7NO, computed with ωB97M-V/def2-TZVPD.

Geometry (Å):
O 0.059 -0.055 1.819
C -0.960 -0.230 0.871
C -0.393 -0.268 -0.555
C 0.550 0.798 -0.789
N 1.002 -0.668 -0.515
H 0.802 -0.588 1.476
H -1.616 0.648 0.935
H -1.559 -1.126 1.075
H -1.091 -0.560 -1.340
H 0.830 1.480 -0.007
H 0.630 1.121 -1.832
H 1.669 -0.391 -1.219

Summary:
Energy above the lowest of the compared OMol25 structures with the same formula, charge and spin (kJ/mol): 324.6
Gap between HOMO and LUMO (eV): 10.897
SMILES: OC[C@H]1CN1
Total energy (a.u.): -248.40286

=====

A cluster of 6 separate species, C35H34F4N6O11 in total, computed with ωB97M-V/def2-TZVPD.

Geometry (Å):
C -3.648 0.718 1.203
O -4.052 -0.533 0.661
C -3.347 -1.650 1.142
C -1.820 -1.509 1.109
N -1.245 -2.870 1.027
C 0.175 -2.923 1.024
F 0.684 -1.878 0.329
F 0.703 -2.836 2.296
C 0.663 -4.246 0.395
F 1.920 -4.534 0.804
F 0.678 -4.106 -0.946
H -3.418 0.652 2.273
H -4.466 1.419 1.036
H -2.777 1.110 0.660
H -3.678 -1.903 2.163
H -3.605 -2.490 0.487
H -1.516 -0.952 0.220
H -1.456 -0.993 2.007
H -1.553 -3.396 1.842
H 0.005 -5.076 0.667
C -8.499 -0.861 -2.713
C -7.238 -1.024 -2.156
C -6.535 0.078 -1.694
C -7.122 1.325 -1.801
C -8.379 1.512 -2.349
C -9.068 0.403 -2.812
N -6.387 2.497 -1.297
O -5.261 2.309 -0.877
O -6.942 3.575 -1.326
H -9.045 -1.724 -3.073
H -6.799 -2.009 -2.078
H -5.556 -0.035 -1.249
H -8.805 2.502 -2.414
H -10.050 0.527 -3.248
C 2.880 0.410 0.563
C 2.814 1.542 1.366
C 3.036 2.795 0.819
C 3.321 2.884 -0.533
C 3.399 1.772 -1.351
C 3.173 0.524 -0.789
N 3.559 4.212 -1.120
O 3.530 5.175 -0.372
O 3.770 4.279 -2.310
H 2.706 -0.566 0.994
H 2.588 1.450 2.420
H 2.989 3.686 1.428
H 3.641 1.876 -2.397
H 3.236 -0.359 -1.409
C 9.347 -0.047 1.363
C 9.033 1.168 0.770
C 8.097 1.219 -0.250
C 7.490 0.043 -0.650
C 7.789 -1.180 -0.077
C 8.731 -1.219 0.938
N 6.464 0.100 -1.701
O 6.218 1.183 -2.192
O 5.889 -0.931 -1.993
H 10.072 -0.081 2.166
H 9.502 2.078 1.112
H 7.833 2.157 -0.714
H 7.293 -2.078 -0.413
H 8.978 -2.163 1.403
C 4.524 7.441 3.054
C 5.530 7.398 4.011
C 6.518 6.430 3.939
C 6.472 5.518 2.899
C 5.479 5.539 1.937
C 4.498 6.515 2.020
N 7.528 4.496 2.814
O 8.386 4.494 3.673
O 7.484 3.708 1.889
H 3.759 8.204 3.112
H 5.549 8.122 4.815
H 7.308 6.382 4.672
H 5.473 4.816 1.135
H 3.721 6.549 1.269
C -8.228 -7.441 -1.040
C -8.204 -7.597 -2.420
C -7.526 -6.684 -3.212
C -6.880 -5.627 -2.597
C -6.892 -5.451 -1.225
C -7.575 -6.370 -0.445
N -6.156 -4.655 -3.433
O -6.186 -4.809 -4.635
O -5.576 -3.748 -2.866
H -8.757 -8.158 -0.427
H -8.713 -8.431 -2.882
H -7.498 -6.788 -4.286
H -6.378 -4.613 -0.778
H -7.597 -6.248 0.629

Summary:
Gap between HOMO and LUMO (eV): 9.029
SMILES: O=[N+]([O-])c1ccccc1.O=[N+]([O-])c1ccccc1.O=[N+]([O-])c1ccccc1.O=[N+]([O-])c1ccccc1.O=[N+]([O-])c1ccccc1.COCCNC(F)(F)C(F)F
Total energy (a.u.): -2909.28797

=====

A structure of composition C3H3LaO3, computed with ωB97M-V/def2-TZVPD.

Geometry (Å):
H 0.287 3.765 0.174
O 1.841 -0.106 0.213
C 1.309 -1.285 0.279
C 0.004 -1.499 -0.065
O -0.775 -0.284 -0.476
C -1.462 -1.296 0.205
O -2.713 -1.344 -0.226
La 0.656 1.773 -0.100
H 1.931 -2.139 0.576
H -3.270 -0.751 0.294

Summary:
Energy above the lowest of the compared OMol25 structures with the same formula, charge and spin (kJ/mol): 412.3
Charge: +1
Gap between HOMO and LUMO (spin up / spin down) (eV): 6.708 / 7.517
Spin multiplicity: 2
Total energy (a.u.): -372.93599

=====

A cluster of 8 separate species, C72H152N8O8 in total, computed with ωB97M-V/def2-TZVPD.

Geometry (Å):
C 5.635 -20.676 14.797
C 6.403 -19.938 13.698
C 6.308 -20.636 12.339
C 4.951 -20.523 11.708
C 4.647 -19.048 11.442
C 4.742 -18.201 12.720
N 5.999 -18.526 13.435
O 6.277 -17.685 14.515
C 4.840 -16.772 12.168
C 3.494 -18.461 13.572
C 7.876 -19.886 14.102
H 4.597 -20.813 14.481
H 5.764 -20.083 15.702
H 5.864 -21.725 15.004
H 7.029 -20.232 11.620
H 6.695 -21.654 12.467
H 4.194 -21.082 12.266
H 5.004 -21.033 10.739
H 3.656 -18.947 10.994
H 5.377 -18.773 10.677
H 3.893 -16.504 11.706
H 5.016 -16.132 13.045
H 5.706 -16.510 11.562
H 3.525 -18.072 14.592
H 2.619 -18.013 13.092
H 3.287 -19.521 13.717
H 7.918 -19.459 15.109
H 8.507 -19.217 13.514
H 8.326 -20.878 14.143
H 6.832 -16.972 14.178
C 7.680 -27.882 9.892
C 7.119 -26.759 10.830
C 7.184 -25.480 9.986
C 6.265 -24.348 10.422
C 4.835 -24.858 10.657
C 4.730 -26.105 11.584
N 5.713 -27.077 11.096
O 5.558 -28.391 11.637
C 5.024 -25.629 13.030
C 3.342 -26.676 11.396
C 8.021 -26.652 12.072
H 7.890 -28.736 10.535
H 8.528 -27.465 9.359
H 6.843 -28.185 9.266
H 8.209 -25.123 10.119
H 7.022 -25.732 8.937
H 6.225 -23.586 9.643
H 6.672 -23.876 11.321
H 4.467 -25.078 9.653
H 4.335 -23.993 11.102
H 4.088 -25.449 13.568
H 5.450 -26.473 13.578
H 5.652 -24.747 13.116
H 3.070 -26.676 10.339
H 3.256 -27.711 11.730
H 2.595 -26.103 11.946
H 9.030 -26.429 11.732
H 7.959 -27.635 12.551
H 7.683 -25.989 12.867
H 5.020 -28.777 10.938
C 2.783 -22.057 18.561
C 1.325 -21.867 19.084
C 0.914 -20.386 19.219
C 0.650 -19.650 17.917
C -0.387 -20.411 17.088
C -0.086 -21.900 16.886
N 0.381 -22.476 18.128
O 0.533 -23.876 18.003
C -1.412 -22.516 16.386
C 0.923 -22.025 15.735
C 1.201 -22.520 20.438
H 2.957 -23.088 18.257
H 3.557 -21.815 19.291
H 2.905 -21.399 17.702
H 0.214 -20.203 20.035
H 1.833 -19.963 19.652
H 1.587 -19.595 17.359
H 0.216 -18.682 18.168
H -0.530 -19.909 16.130
H -1.309 -20.299 17.669
H -1.207 -23.487 15.929
H -2.216 -22.530 17.122
H -1.813 -21.930 15.554
H 1.858 -21.574 16.075
H 1.249 -23.027 15.442
H 0.608 -21.547 14.806
H 1.453 -23.582 20.405
H 0.182 -22.477 20.833
H 1.832 -22.038 21.186
H -0.278 -24.235 18.382
C -1.477 -21.823 5.576
C -1.762 -20.858 4.389
C -3.175 -21.278 3.882
C -4.377 -20.806 4.684
C -4.274 -19.297 4.983
C -2.887 -18.863 5.549
N -1.812 -19.443 4.737
O -0.532 -19.013 5.195
C -2.894 -17.334 5.457
C -2.909 -19.299 7.048
C -0.802 -21.131 3.237
H -0.568 -21.472 6.071
H -1.340 -22.869 5.300
H -2.349 -21.862 6.227
H -3.249 -20.828 2.885
H -3.183 -22.363 3.775
H -4.371 -21.437 5.580
H -5.366 -20.923 4.241
H -5.003 -19.133 5.778
H -4.526 -18.801 4.046
H -1.923 -16.905 5.733
H -2.992 -17.061 4.405
H -3.632 -16.955 6.158
H -1.918 -19.137 7.471
H -3.645 -18.721 7.606
H -3.245 -20.334 7.093
H -0.254 -22.064 3.388
H 0.031 -20.422 3.266
H -1.208 -21.132 2.228
H -0.558 -18.081 4.964
C 2.088 -18.203 7.544
C 2.482 -16.701 7.702
C 3.998 -16.632 7.531
C 4.435 -16.720 6.071
C 3.712 -15.741 5.150
C 2.193 -15.767 5.283
N 1.803 -15.824 6.725
O 0.403 -15.892 6.814
C 1.636 -14.403 4.798
C 1.614 -16.863 4.420
C 2.084 -16.163 9.069
H 2.617 -18.773 8.311
H 2.363 -18.562 6.558
H 1.016 -18.294 7.720
H 4.346 -15.652 7.875
H 4.488 -17.486 7.994
H 4.325 -17.758 5.741
H 5.501 -16.491 6.006
H 4.042 -15.907 4.126
H 4.077 -14.772 5.511
H 2.219 -14.102 3.921
H 0.603 -14.524 4.473
H 1.767 -13.573 5.490
H 1.808 -17.869 4.790
H 0.522 -16.844 4.499
H 1.755 -16.726 3.349
H 1.154 -16.658 9.360
H 1.866 -15.099 9.029
H 2.891 -16.418 9.757
H 0.120 -15.001 7.049
C -8.238 -18.857 8.164
C -7.758 -20.132 8.888
C -8.574 -20.210 10.178
C -8.422 -21.555 10.897
C -8.720 -22.708 9.949
C -7.919 -22.665 8.655
N -8.036 -21.332 8.066
O -7.426 -21.111 6.819
C -6.514 -23.195 8.905
C -8.679 -23.587 7.662
C -6.271 -19.960 9.228
H -9.232 -19.042 7.753
H -7.576 -18.562 7.350
H -8.282 -18.018 8.857
H -8.151 -19.440 10.829
H -9.609 -19.927 9.973
H -9.023 -21.663 11.804
H -7.420 -21.577 11.339
H -9.804 -22.841 9.900
H -8.463 -23.613 10.516
H -6.468 -24.292 8.917
H -5.817 -23.043 8.074
H -6.014 -22.909 9.831
H -8.097 -23.779 6.763
H -8.948 -24.515 8.177
H -9.669 -23.191 7.431
H -5.652 -19.974 8.331
H -5.893 -20.668 9.969
H -6.074 -19.026 9.765
H -8.147 -20.928 6.208
C -5.461 -29.248 14.402
C -5.125 -27.874 13.847
C -3.976 -27.970 12.841
C -3.856 -26.742 11.967
C -5.139 -26.568 11.185
C -6.355 -26.324 12.140
N -6.370 -27.320 13.230
O -7.526 -27.370 14.023
C -6.336 -24.892 12.689
C -7.597 -26.520 11.221
C -4.699 -26.870 14.894
H -6.358 -29.314 15.016
H -4.676 -29.724 14.996
H -5.603 -29.922 13.550
H -3.005 -28.123 13.315
H -4.205 -28.859 12.242
H -3.001 -26.967 11.317
H -3.513 -25.851 12.497
H -5.344 -27.413 10.525
H -4.993 -25.735 10.489
H -6.660 -24.895 13.729
H -5.417 -24.311 12.588
H -7.069 -24.313 12.117
H -7.634 -25.739 10.465
H -7.547 -27.509 10.770
H -8.436 -26.457 11.918
H -3.847 -27.143 15.521
H -5.534 -26.788 15.606
H -4.612 -25.852 14.521
H -7.925 -28.182 13.691
C 0.227 -20.245 12.085
C 0.364 -21.179 10.851
C 1.092 -22.486 11.198
C 0.249 -23.456 11.986
C -0.997 -23.781 11.171
C -1.808 -22.544 10.698
N -0.900 -21.503 10.196
O -1.544 -20.319 9.791
C -2.605 -23.098 9.475
C -2.751 -22.023 11.762
C 1.266 -20.484 9.804
H -0.484 -20.637 12.810
H -0.158 -19.302 11.695
H 1.132 -20.062 12.665
H 1.502 -22.948 10.299
H 1.909 -22.160 11.852
H -0.151 -23.044 12.920
H 0.774 -24.362 12.295
H -1.677 -24.408 11.760
H -0.800 -24.454 10.331
H -3.087 -24.014 9.829
H -3.405 -22.465 9.084
H -1.909 -23.302 8.662
H -3.381 -21.225 11.364
H -3.399 -22.783 12.204
H -2.206 -21.555 12.581
H 2.302 -20.503 10.146
H 0.929 -19.444 9.788
H 1.179 -20.904 8.805
H -1.630 -20.431 8.838

Summary:
Energy above the lowest of the compared OMol25 structures with the same formula, charge and spin (kJ/mol): 300.3
Gap between HOMO and LUMO (eV): 8.513
SMILES: CC1(C)CCCC(C)(C)N1O.CC1(C)CCCC(C)(C)N1O.CC1(C)CCCC(C)(C)N1O.CC1(C)CCCC(C)(C)N1O.CC1(C)CCCC(C)(C)N1O.CC1(C)CCCC(C)(C)N1O.CC1(C)CCCC(C)(C)N1O.CC1(C)CCCC(C)(C)N1O
Total energy (a.u.): -3874.08472

=====

A structure of composition C2H5N5, computed with ωB97M-V/def2-TZVPD.

Geometry (Å):
C -1.153 -0.124 0.174
C 0.939 -0.077 0.034
H -2.217 -1.440 -0.311
H -1.079 1.782 -0.536
H 1.082 1.695 0.779
H 2.916 -0.330 -0.203
H 0.104 -1.986 -0.205
N -2.398 -0.373 -0.093
N -0.714 1.215 0.146
N 0.703 1.191 -0.082
N 1.987 -0.690 -0.053
N -0.170 -0.863 0.350

Summary:
Energy above the lowest of the compared OMol25 structures with the same formula, charge and spin (kJ/mol): 408.8
Gap between HOMO and LUMO (eV): 9.472
Total energy (a.u.): -352.85906